No. 1
DFT (ωB97M-V with the def2-TZVPD basis set) results for a cluster of 9 separate species, C29H42Cl4N6O2 in total.

Output
* relative energy (zero: lowest compared OMol25 entry of this formula, charge and spin): 0.000 eV
* electronic energy: -3449.9419 Eh
* orbital gap: 8.34 eV
* SMILES: ClC(Cl)(Cl)Cl.c1cc[nH]c1.c1cc[nH]c1.c1cc[nH]c1.c1cc[nH]c1.c1cc[nH]c1.c1cc[nH]c1.CCO.CCO
* net charge: 0

Cartesian coordinates (Å):
Cl (-2.1396, -2.1623, -1.1992)
C (-1.1028, -1.2043, -0.1455)
Cl (-1.8205, -0.9963, 1.4388)
Cl (0.4602, -2.0292, 0.0361)
Cl (-0.8166, 0.3739, -0.8779)
C (-0.3078, -4.7930, 2.6487)
C (-1.0143, -5.3886, 3.7266)
C (-0.2045, -6.3414, 4.2749)
N (0.9576, -6.3534, 3.5584)
C (0.9144, -5.4035, 2.5764)
H (-0.6644, -4.0444, 1.9613)
H (-2.0072, -5.1191, 4.0472)
H (-0.3643, -7.0454, 5.0724)
H (1.7619, -6.8959, 3.8184)
H (1.7497, -5.2690, 1.9130)
C (-2.7543, 1.7989, 3.7383)
C (-1.9382, 2.6422, 4.5483)
C (-2.5700, 3.8495, 4.6462)
N (-3.6847, 3.7972, 3.8548)
C (-3.8048, 2.5502, 3.2953)
H (-2.6202, 0.7566, 3.5037)
H (-1.0084, 2.3529, 5.0072)
H (-2.3036, 4.7534, 5.1652)
H (-4.3574, 4.5260, 3.6970)
H (-4.6856, 2.2930, 2.7329)
C (-2.0514, -1.4309, -6.3196)
C (-2.0629, -2.0892, -5.0612)
C (-0.8102, -1.9323, -4.5139)
N (-0.0657, -1.1855, -5.3856)
C (-0.8127, -0.8567, -6.4788)
H (-2.8636, -1.3336, -7.0225)
H (-2.8626, -2.6337, -4.5874)
H (-0.3943, -2.2945, -3.5907)
H (0.8350, -0.7958, -5.1663)
H (-0.3803, -0.2217, -7.2322)
C (4.6001, -3.1744, 2.6373)
C (5.5899, -4.1923, 2.7355)
C (5.3650, -5.0808, 1.7215)
N (4.2603, -4.6607, 1.0335)
C (3.8017, -3.4904, 1.5763)
H (4.4937, -2.3409, 3.3109)
H (6.4052, -4.2846, 3.4335)
H (5.8813, -5.9711, 1.4050)
H (3.9027, -5.0685, 0.1886)
H (2.8937, -3.0214, 1.2393)
C (2.3983, 3.3671, -2.7243)
C (2.2267, 3.9101, -4.0265)
C (0.9603, 3.6049, -4.4328)
N (0.3668, 2.8612, -3.4449)
C (1.2405, 2.7114, -2.4067)
H (3.2676, 3.4122, -2.0899)
H (2.9554, 4.4280, -4.6285)
H (0.4254, 3.8463, -5.3343)
H (-0.6172, 2.6336, -3.4288)
H (0.9612, 2.2331, -1.4826)
C (-2.9246, 3.5106, -4.4059)
C (-3.0556, 2.7877, -3.1867)
C (-2.9028, 1.4550, -3.4922)
N (-2.7173, 1.3511, -4.8379)
C (-2.6933, 2.5937, -5.3991)
H (-2.9096, 4.5827, -4.5113)
H (-3.2700, 3.1986, -2.2138)
H (-2.9631, 0.5607, -2.8961)
H (-2.6014, 0.4643, -5.3080)
H (-2.5561, 2.7541, -6.4547)
C (1.9472, -0.9216, 3.7897)
C (0.9394, 0.1748, 3.5828)
O (1.5007, 1.2055, 2.7871)
H (2.1296, -1.4439, 2.8495)
H (1.5668, -1.6311, 4.5264)
H (2.8930, -0.5183, 4.1535)
H (0.5843, 0.5681, 4.5483)
H (0.0490, -0.2172, 3.0800)
H (0.7750, 1.7866, 2.5136)
C (0.9956, 4.1501, 0.7044)
C (-0.4590, 3.7185, 0.6647)
O (-0.6622, 2.7430, 1.6867)
H (1.2459, 4.4895, 1.7139)
H (1.2118, 5.0023, 0.0615)
H (1.6394, 3.3004, 0.4758)
H (-0.7172, 3.2975, -0.3116)
H (-1.0891, 4.5956, 0.8460)
H (-1.5412, 2.8451, 2.0708)

No. 2
DFT (ωB97M-V with the def2-TZVPD basis set) results for a structure of composition C29H42N5Ti in a non-equilibrium geometry.

Output
* relative energy (zero: lowest compared OMol25 entry of this formula, charge and spin): 0.000 eV
* electronic energy: -2253.1388 Eh
* orbital gap (alpha / beta): 7.37 / 7.43 eV
* spin multiplicity: 2
* net charge: +2

Cartesian coordinates (Å):
Ti (0.9607, 0.6939, -0.3338)
C (3.6363, 1.3224, -0.3511)
C (3.7412, -0.1889, -0.1245)
N (2.4234, -0.8795, -0.2959)
C (2.2483, -1.6617, -1.5508)
C (1.6861, -0.8077, -2.6678)
C (1.6502, -1.2218, -3.9811)
C (1.1822, -0.3338, -4.9396)
C (0.7790, 0.9441, -4.5743)
C (0.8096, 1.2869, -3.2424)
C (0.3500, 2.6278, -2.7220)
N (0.6183, 2.7561, -1.2627)
C (1.7630, 3.6658, -0.9674)
C (2.3587, 3.3453, 0.3912)
N (2.5570, 1.8771, 0.5193)
N (1.2406, 0.4108, -2.3151)
H (3.3960, 1.5305, -1.3924)
H (4.6010, 1.7833, -0.1417)
H (4.0896, -0.3660, 0.8914)
H (4.4925, -0.5979, -0.7980)
H (2.2967, -1.5225, 0.4751)
H (1.5661, -2.4856, -1.3481)
H (3.1923, -2.0941, -1.8805)
H (1.9960, -2.2111, -4.2541)
H (1.1506, -0.6300, -5.9803)
H (0.4437, 1.6576, -5.3170)
H (-0.7157, 2.7389, -2.9190)
H (0.8475, 3.4249, -3.2752)
H (-0.2122, 3.1320, -0.8160)
H (1.4580, 4.7105, -1.0045)
H (2.5071, 3.5259, -1.7501)
H (1.6799, 3.6476, 1.1866)
H (3.2951, 3.8857, 0.5266)
H (2.8193, 1.6824, 1.4800)
C (-4.1023, -3.3879, -1.1084)
C (-3.3051, -2.1238, -1.2988)
C (-3.5676, -1.2642, -2.3623)
C (-2.8740, -0.0701, -2.5060)
C (-3.1856, 0.8887, -3.6274)
C (-1.8982, 0.2357, -1.5665)
C (-1.5591, -0.6319, -0.5267)
C (-2.2955, -1.8041, -0.3934)
N (-0.4899, -0.2337, 0.3473)
C (-0.5464, -0.5046, 1.8161)
C (-0.1839, -1.9483, 2.2054)
C (-0.1864, -2.1041, 3.7333)
C (0.8610, -1.1782, 4.3558)
C (0.5310, 0.2714, 3.9936)
C (-0.8498, 0.6419, 4.5403)
C (-1.9022, -0.2854, 3.9261)
C (-1.5780, -1.7443, 4.2694)
C (-1.9098, -0.1160, 2.4031)
C (0.5185, 0.3997, 2.4667)
H (-4.7944, -3.5490, -1.9326)
H (-4.6859, -3.3327, -0.1876)
H (-3.4532, -4.2620, -1.0322)
H (-4.3482, -1.5164, -3.0723)
H (-4.0652, 0.5715, -4.1846)
H (-2.3530, 0.9462, -4.3358)
H (-3.3802, 1.8961, -3.2512)
H (-1.4632, 1.2296, -1.5684)
H (-2.0861, -2.5108, 0.3945)
H (0.8099, -2.1984, 1.8091)
H (-0.8786, -2.6645, 1.7750)
H (0.0476, -3.1400, 3.9796)
H (1.8651, -1.4453, 4.0048)
H (0.8636, -1.2918, 5.4422)
H (1.2899, 0.9419, 4.4027)
H (-1.0867, 1.6855, 4.3111)
H (-0.8473, 0.5454, 5.6286)
H (-2.8884, -0.0277, 4.3149)
H (-2.3305, -2.4055, 3.8282)
H (-1.6125, -1.8962, 5.3509)
H (-2.1238, 0.9228, 2.1310)
H (-2.6985, -0.7293, 1.9663)
H (1.5140, 0.0962, 2.1049)
H (0.3210, 1.4448, 2.1889)